Entry 1:
The following is a DFT calculation (ωB97M-V with the def2-TZVPD basis set) of one molecule with the formula C22H26N2O4S.

Atoms and positions in Å:
H: 6.06 0.80 -0.01
H: 6.18 3.27 -0.10
N: 1.83 1.96 -0.82
N: -1.79 -0.99 -0.02
C: -1.35 -0.40 2.25
H: 4.24 1.24 2.40
H: 1.82 1.19 -1.48
H: -3.98 -5.54 -2.38
H: 3.65 0.03 -0.34
H: -6.30 -2.88 0.01
H: -2.54 -3.67 -3.07
C: 0.74 2.71 -0.67
C: -1.34 0.14 4.50
H: 4.44 2.16 -1.47
H: -2.73 -1.27 0.25
C: -5.48 -3.06 -0.66
C: -0.36 2.42 -1.71
C: -5.23 -4.33 -1.14
H: 0.09 2.35 -2.71
C: -3.61 -2.21 -1.92
C: -0.89 -0.53 0.87
S: -2.93 -0.90 2.78
O: 0.24 -0.23 0.53
H: -4.88 -1.01 -0.69
H: 0.37 0.51 3.15
H: 4.82 -0.32 1.82
C: 2.96 2.02 0.09
C: 5.73 1.39 0.85
H: -5.86 -5.16 -0.84
C: 4.54 0.69 1.51
C: -0.52 0.06 -1.79
H: 5.05 3.39 1.25
O: 0.60 3.58 0.17
H: 2.50 0.13 1.00
C: 4.15 2.72 -0.58
C: -4.17 -4.55 -2.01
H: -0.87 -2.03 -1.59
C: 5.33 2.78 0.39
H: -0.94 0.52 5.42
H: -2.38 -1.17 -3.34
C: -1.43 -1.11 -1.42
C: -4.67 -2.00 -1.05
H: 6.56 1.45 1.56
H: -1.10 3.21 -1.67
C: -0.63 0.13 3.28
C: -2.69 -1.08 -2.30
H: 2.64 2.61 0.95
C: -3.37 -3.50 -2.39
H: 3.86 3.72 -0.89
H: -3.34 -0.50 5.14
O: 0.49 -0.05 -2.45
H: -3.19 -0.12 -2.16
C: 3.36 0.62 0.54
O: -1.07 1.22 -1.43
C: -2.59 -0.38 4.38

Orbital gap ... 9.36 eV
HOMO energy ... -9.03 eV
E_LUMO ... 0.327 eV
Energy above the lowest of the compared OMol25 structures with the same formula, charge and spin ... 2.4 kcal per mole
Charge ... 0
Structure (SMILES) ... O=C(COC(=O)[C@H](Cc1ccccc1)NC(=O)c1cccs1)NC1CCCCC1



Entry 2:
The following is a DFT calculation (ωB97M-V with the def2-TZVPD basis set) of C25H25ClF2Hg2N5O6PTi as an isolated structure in a non-equilibrium geometry.

Atoms and positions in Å:
F: -0.17 -0.68 -1.78
C: -0.80 -5.18 -1.13
C: 2.23 -0.42 3.55
C: -0.70 -5.67 -3.80
C: -2.18 -5.05 3.07
C: 0.08 0.64 3.99
Ti: -4.07 -1.38 0.39
P: -1.06 0.50 -1.08
N: 2.93 1.49 -1.31
H: -1.70 2.93 0.80
H: 3.24 0.38 1.78
H: 2.67 -1.48 -2.73
C: 4.14 -0.08 -3.30
C: 2.38 0.41 2.43
C: 3.90 2.00 -2.10
H: 1.01 -0.95 5.22
C: -1.16 -4.12 -1.97
C: -1.41 3.94 1.03
C: -1.66 -2.69 1.74
O: -0.74 6.11 -2.65
H: 5.35 1.65 -3.61
N: 1.41 1.30 2.03
C: 1.11 -0.30 4.37
F: -1.79 1.23 -2.34
H: -0.46 7.58 1.84
C: -0.77 6.57 1.59
H: -2.47 -5.97 3.55
C: -0.56 -3.45 2.21
Hg: 1.59 2.84 0.08
H: 0.49 -3.20 2.19
O: -0.03 1.48 -0.60
C: 2.62 0.20 -1.55
C: 0.29 1.40 2.85
H: -0.44 2.16 2.64
N: -0.12 4.33 0.84
N: -2.91 -3.07 1.82
H: -0.54 -5.67 -4.87
N: -0.11 -6.62 -3.00
C: -3.17 -4.28 2.50
H: -1.46 -1.67 1.42
H: -0.78 -5.02 -0.06
C: -1.11 -4.38 -3.35
H: 3.08 -1.03 3.81
H: -2.94 6.87 1.66
C: -2.44 4.85 1.26
O: 0.77 4.36 -2.17
O: 0.38 5.04 -4.31
C: 0.18 5.63 1.16
Hg: -2.80 2.05 -4.19
H: -0.10 -5.13 3.53
H: -3.48 4.58 1.28
H: -4.23 -4.47 2.43
H: 1.18 5.99 0.98
H: -0.85 0.72 4.52
O: -2.16 -0.06 -0.25
H: 1.87 -0.30 -0.95
H: -0.10 -7.25 -1.04
C: 3.12 -0.51 -2.58
C: -0.88 -4.61 2.98
C: -2.11 6.19 1.50
Cl: -0.23 4.88 -3.06
C: -0.31 -6.39 -1.65
C: 4.50 1.26 -3.07
H: -1.53 -3.20 -1.54
H: -1.45 -3.56 -3.97
H: 4.65 -0.76 -3.96
H: 4.15 3.05 -2.05
O: -1.32 4.00 -3.02

Orbital gap (alpha / beta) ... 4.44 / 4.46 eV
HOMO energy (alpha / beta) ... -15.67 / -15.67 eV
E_LUMO (alpha / beta) ... -11.235 / -11.215 eV
Multiplicity ... 4
Expectation value of S² ... 3.755
Charge ... +3



Entry 3:
The following is a DFT calculation (ωB97M-V with the def2-TZVPD basis set) of one molecule with the formula C5H10O.

Atoms and positions in Å:
H: 1.52 -2.27 -0.43
H: 0.16 0.73 2.26
H: -0.02 2.56 2.07
H: 2.03 -1.26 -1.82
C: 1.85 -1.26 -0.73
C: -1.38 0.01 0.12
H: -2.39 -0.02 -0.33
H: 2.78 -1.02 -0.22
C: -0.35 -0.41 -0.93
H: -0.55 -1.44 -1.25
O: 0.92 -0.29 -0.35
C: -0.28 1.57 1.73
H: -1.35 -0.74 0.92
H: -0.42 0.23 -1.83
H: -1.46 2.23 0.13
C: -1.06 1.37 0.67

Orbital gap ... 10.51 eV
HOMO energy ... -9.37 eV
E_LUMO ... 1.139 eV
Energy above the lowest of the compared OMol25 structures with the same formula, charge and spin ... 34.8 kcal per mole
Charge ... 0
Structure (SMILES) ... C=CCCOC



Entry 4:
The following is a DFT calculation (ωB97M-V with the def2-TZVPD basis set) of a 2-piece molecular cluster, C2H8N2S2 overall in a non-equilibrium geometry.

Atoms and positions in Å:
S: -1.67 -0.99 -0.20
N: 2.37 -0.17 1.23
H: 1.55 0.06 -1.27
H: -0.53 -1.48 0.29
C: -1.07 1.71 1.16
N: 2.01 -0.82 -1.04
H: -0.29 1.17 1.71
H: 3.52 -1.52 0.20
S: -1.17 1.05 -0.52
H: -1.98 1.63 1.77
H: -0.76 2.77 1.16
H: 2.60 -1.07 -1.83
C: 2.56 -0.97 0.21
H: 2.12 0.75 0.80

Orbital gap (alpha / beta) ... 3.09 / 7.65 eV
HOMO energy (alpha / beta) ... 0.36 / -4.16 eV
E_LUMO (alpha / beta) ... 3.446 / 3.491 eV
Multiplicity ... 2
Expectation value of S² ... 0.753
Energy above the lowest of the compared OMol25 structures with the same formula, charge and spin ... 31.7 kcal per mole
Charge ... -1



Entry 5:
The following is a DFT calculation (ωB97M-V with the def2-TZVPD basis set) of a 2-piece molecular cluster, CHClO2S overall in a non-equilibrium geometry.

Atoms and positions in Å:
Cl: 3.26 -1.27 -0.31
S: 1.40 -1.12 0.40
O: 1.79 -0.53 1.90
H: 2.15 -1.13 2.55
C: -3.75 -1.87 -0.76
O: -4.38 -1.91 0.20

Orbital gap ... 9.37 eV
HOMO energy ... -9.17 eV
E_LUMO ... 0.205 eV
Energy above the lowest of the compared OMol25 structures with the same formula, charge and spin ... 4.1 kcal per mole
Charge ... 0



Entry 6:
The following is a DFT calculation (ωB97M-V with the def2-TZVPD basis set) of C35H34AsN2O2SiW as an isolated structure in a non-equilibrium geometry.

Atoms and positions in Å:
H: 0.60 -4.93 -2.50
H: -3.19 -5.13 4.65
H: 3.01 1.06 2.09
C: 0.07 -0.26 -3.59
C: -0.46 2.68 1.62
H: 2.63 1.81 -2.63
H: -0.99 -0.50 -3.66
C: -3.90 -0.23 -1.66
C: 0.12 -2.15 0.12
H: 2.12 3.20 -3.58
H: -1.89 2.16 -4.43
H: 2.86 3.17 2.17
C: 1.20 -3.03 0.24
H: 4.95 -0.47 1.37
C: 0.90 2.45 1.57
H: 0.46 -0.88 -2.76
H: 1.95 4.88 3.67
H: -0.78 -4.70 4.94
O: -1.37 6.46 3.79
C: -0.96 3.69 2.43
C: 4.43 -0.65 0.44
C: -2.71 -4.36 4.07
H: -1.41 6.50 2.83
H: -0.56 2.20 -5.60
C: 3.06 -1.00 -1.92
H: 4.79 -2.02 -2.64
H: -4.69 -0.13 -2.40
As: -0.59 -1.01 1.59
H: -2.89 -1.75 -2.77
H: 0.32 -2.92 3.64
H: -0.78 3.55 -4.48
C: 4.35 -1.51 -1.80
H: -4.52 -3.80 3.05
H: -1.14 2.08 1.03
C: 2.05 2.11 -3.51
C: 1.79 3.27 2.28
C: -0.61 5.43 4.22
H: 2.48 -1.14 -2.82
C: -2.86 -2.61 2.41
H: -3.01 1.01 1.37
C: 0.47 -4.13 -1.78
H: -1.41 1.79 -1.60
C: 5.03 -1.36 -0.60
C: -0.73 -3.13 3.50
H: -1.29 -3.38 -2.74
C: -1.88 -1.28 -0.91
C: -3.94 0.55 -0.50
C: -0.60 -3.26 -1.92
H: 2.54 1.71 -4.40
H: 2.19 -4.72 -0.62
C: 1.28 4.26 3.10
H: 1.88 -2.96 1.08
O: -0.31 5.30 5.36
C: -2.89 -1.14 -1.88
C: -0.85 2.46 -4.58
C: -0.32 1.84 -1.56
C: 2.54 0.80 1.15
Si: 0.28 1.61 -3.40
N: 1.42 1.35 0.80
H: 6.02 -1.77 -0.48
H: -2.03 3.86 2.48
H: 0.57 -0.66 -4.48
H: 0.00 2.83 -1.21
C: 1.37 -4.01 -0.71
C: -0.78 -2.26 -0.96
C: -1.92 -0.49 0.25
H: -4.77 1.24 -0.34
W: 0.45 0.17 -0.63
C: -2.96 0.43 0.46
C: -0.09 4.46 3.19
H: -3.45 -2.04 1.72
C: 3.18 -0.12 0.23
N: 2.48 -0.34 -0.91
C: -1.35 -4.12 4.23
C: -3.46 -3.61 3.17
C: -1.50 -2.41 2.59

Orbital gap (alpha / beta) ... 5.61 / 5.70 eV
HOMO energy (alpha / beta) ... -16.58 / -16.58 eV
E_LUMO (alpha / beta) ... -10.974 / -10.880 eV
Multiplicity ... 3
Expectation value of S² ... 2.031
Charge ... +3



Entry 7:
The following is a DFT calculation (ωB97M-V with the def2-TZVPD basis set) of one molecule with the formula C21H30O3.

Atoms and positions in Å:
H: -1.20 -1.93 0.73
H: 2.75 -5.38 -1.75
C: 0.98 -3.45 0.08
H: 1.03 2.88 0.98
H: 1.30 -0.19 0.75
H: -1.53 2.85 -1.72
C: 2.00 -4.59 0.11
H: 1.61 -3.45 -2.65
H: -0.97 -3.32 -0.88
C: -4.09 4.58 1.40
C: -0.24 -4.07 -0.61
H: 2.55 -2.04 -0.12
C: 1.72 -2.40 -0.75
H: -0.51 -1.13 2.13
H: -2.52 1.20 -0.58
C: -0.76 3.66 0.10
H: -0.16 3.44 2.16
H: -0.71 -4.78 0.08
H: 3.88 -4.38 -0.86
O: 2.12 -5.43 0.96
C: 0.86 -1.19 -1.08
C: 0.61 -2.83 1.42
C: 0.39 -0.56 0.25
C: -0.60 1.50 1.35
C: 1.67 -0.17 -1.87
C: -0.04 2.91 1.22
C: -0.27 -1.60 1.17
C: 2.35 -3.21 -1.88
H: 1.81 -0.52 -2.90
H: 0.07 -3.54 2.05
H: 1.38 1.86 -2.65
H: -1.64 1.57 1.66
H: 3.17 -2.68 -2.37
H: -0.39 4.69 0.06
H: -0.01 -1.49 -1.67
H: -0.05 0.98 2.14
H: -4.55 4.06 0.57
C: 1.01 1.17 -1.89
H: 2.67 -0.06 -1.43
C: 0.05 1.57 -1.07
H: -4.51 5.58 1.50
O: -1.88 5.50 1.71
C: 2.83 -4.47 -1.16
C: -2.60 4.68 1.20
H: -1.92 -0.29 -1.33
H: -4.28 4.03 2.32
C: -0.52 0.68 0.03
C: -1.94 0.30 -0.41
O: -2.17 3.72 0.37
C: -0.56 2.93 -1.23
H: 0.08 3.53 -1.89
H: 0.04 -4.62 -1.50
H: 1.52 -2.54 1.95
H: -2.44 -0.28 0.36

Orbital gap ... 9.74 eV
HOMO energy ... -9.08 eV
E_LUMO ... 0.658 eV
Charge ... 0
Structure (SMILES) ... CC(=O)O[C@H]1CC[C@@]2(C)C(=CC[C@@H]3[C@@H]2CC[C@]2(C)C(=O)CC[C@@H]32)C1